16
Properties=species:S:1:pos:R:3:nbo_charge:R:1 method="wB97M-V/def2-TZVPD" smiles=CC(C)(C#N)CO e_tot_ha=-325.89989 charge=0 max_force_ev_per_a=1.162 orbital_gap_ev=11.4
C -1.090 -0.857 0.733 -0.594
C -0.258 0.250 0.065 -0.183
C -0.299 0.098 -1.463 -0.597
C 1.202 0.204 0.570 -0.045
O 1.775 -1.059 0.297 -0.722
C -0.801 1.567 0.450 0.293
N -1.204 2.605 0.768 -0.327
H -0.675 -1.830 0.458 0.231
H -1.069 -0.765 1.824 0.220
H -2.132 -0.806 0.402 0.219
H -1.331 0.035 -1.821 0.223
H 0.220 -0.825 -1.735 0.223
H 0.187 0.942 -1.965 0.218
H 1.770 1.022 0.104 0.178
H 1.216 0.370 1.655 0.183
H 2.487 -0.951 -0.341 0.479

---

16
Properties=species:S:1:pos:R:3:nbo_charge:R:1 method="wB97M-V/def2-TZVPD" smiles="CC(=O)[C@@H]1CN1C" e_tot_ha=-325.77405 charge=0 max_force_ev_per_a=3.740 orbital_gap_ev=9.4
C -1.314 -1.649 0.697 -0.395
N -1.220 -0.264 0.282 -0.433
C -0.865 0.990 0.761 -0.149
C -0.692 0.660 -0.680 -0.140
C 0.805 0.997 -0.846 0.534
O 1.057 2.055 -1.389 -0.559
C 1.853 -0.074 -0.629 -0.716
H -0.419 -2.038 1.197 0.179
H -1.532 -2.265 -0.182 0.211
H -2.171 -1.762 1.384 0.206
H -1.510 1.580 1.419 0.219
H 0.417 1.276 0.850 0.121
H -1.286 0.910 -1.550 0.217
H 2.842 0.378 -0.548 0.238
H 1.690 -0.769 0.203 0.225
H 1.810 -0.640 -1.568 0.240